Entry from the Open Molecules 2025 dataset: a structure of composition C17H34AgO8 (ωB97M-V/def2-TZVPD).

Structure (XYZ):
```
60
Properties=species:S:1:pos:R:3:mulliken_spin:R:1
Ag -0.51 0.07 0.79 0.309
C -2.23 0.69 -3.54 0.023
C -1.51 -0.21 -2.54 -0.048
O -1.74 0.07 -1.20 0.563
H -2.10 0.20 -4.51 0.001
H -1.82 1.70 -3.56 0.001
H -3.29 0.57 -3.33 -0.001
H -0.42 -0.18 -2.71 0.038
H -1.76 -1.28 -2.66 0.012
C 2.46 -1.25 3.92 0.006
C 1.00 -0.78 3.93 -0.006
O 0.59 -0.28 2.73 0.076
H 2.61 -2.10 3.26 -0.001
H 2.80 -1.47 4.93 0.001
H 2.99 -0.35 3.57 -0.001
H 0.87 -0.07 4.76 0.000
H 0.38 -1.65 4.25 0.003
C 5.12 3.08 -2.51 0.000
C 3.79 2.42 -2.82 0.000
C 3.84 0.88 -3.16 0.000
O 2.91 0.32 -2.29 -0.001
C 2.37 1.24 -1.46 0.001
O 1.54 1.05 -0.64 0.010
O 3.01 2.41 -1.63 0.001
H 4.94 4.10 -2.16 0.000
H 5.68 3.25 -3.44 0.000
H 5.71 2.53 -1.78 0.000
H 3.29 2.99 -3.60 0.000
H 4.85 0.48 -3.11 0.000
H 3.53 0.81 -4.21 0.000
C -2.59 -2.62 2.77 -0.001
C -3.26 -1.36 2.26 0.001
O -2.62 -0.52 1.68 0.004
C -4.77 -1.24 2.41 0.001
H -1.89 -2.53 3.60 0.000
H -1.93 -2.96 1.96 0.000
H -3.30 -3.42 2.99 0.000
H -5.19 -2.21 2.11 0.000
H -5.21 -0.50 1.75 0.000
H -5.07 -1.08 3.44 0.000
C 0.91 -4.08 0.90 0.000
C 0.65 -2.92 -0.01 0.006
O -0.12 -2.05 0.33 -0.006
C 1.25 -2.90 -1.37 0.001
H 1.85 -3.97 1.45 0.001
H 0.90 -5.01 0.33 0.000
H 0.12 -4.15 1.64 0.000
H 1.89 -3.77 -1.56 0.000
H 1.93 -2.05 -1.49 -0.001
H 0.60 -2.89 -2.24 0.000
C -3.34 2.91 0.87 0.000
C -1.89 2.92 0.50 0.009
O -1.08 2.20 1.05 0.000
C -1.49 3.84 -0.61 -0.005
H -3.60 3.95 1.08 0.000
H -3.63 2.23 1.66 0.000
H -3.82 2.60 -0.07 0.001
H -1.70 4.87 -0.29 0.000
H -2.07 3.67 -1.52 0.001
H -0.44 3.81 -0.89 0.001
```

Its multiplicity is 2. As for the HOMO energy (spin up / spin down): -6.28 / -5.94 eV. Its energy above the lowest of the compared OMol25 structures with the same formula, charge and spin is 0.0 kcal per mole.



Entry from the Open Molecules 2025 dataset: a structure of composition C17H34AsBrN4O2Pd (ωB97M-V/def2-TZVPD).

Structure (XYZ):
```
60
Properties=species:S:1:pos:R:3:lowdin_charge:R:1
Pd -0.03 0.38 0.14 0.601
C 1.25 -5.35 2.25 -0.060
C 0.93 -3.95 1.81 -0.274
C 0.38 -3.00 2.67 -0.037
C 0.09 -1.73 2.21 -0.128
C 0.37 -1.40 0.88 -0.413
Br -2.37 0.31 1.13 -0.116
N 0.91 -2.30 0.05 0.035
C 1.16 -3.53 0.51 -0.118
H 0.87 -5.54 3.25 0.072
H 2.33 -5.52 2.27 0.077
H 0.82 -6.09 1.58 0.078
H 0.15 -3.27 3.70 0.111
H -0.37 -0.99 2.85 0.061
H 1.58 -4.22 -0.21 0.112
C 2.19 1.71 -4.40 -0.076
N 1.01 0.99 -4.00 -0.182
C -0.15 1.83 -3.75 -0.075
C 1.11 -0.21 -3.32 -0.449
N 0.38 -0.44 -2.29 0.136
N 2.05 -1.09 -3.86 -0.177
C 2.37 -2.29 -3.12 -0.083
C 2.13 -1.27 -5.30 -0.074
H 2.46 2.47 -3.65 0.081
H 2.02 2.23 -5.35 0.087
H 3.03 1.04 -4.52 0.075
H -0.49 2.27 -4.70 0.084
H 0.08 2.63 -3.04 0.059
H -0.94 1.24 -3.31 0.079
H 0.44 -1.41 -2.00 0.016
H 2.40 -2.08 -2.05 0.050
H 3.34 -2.67 -3.45 0.088
H 1.62 -3.08 -3.28 0.096
H 1.62 -0.45 -5.81 0.081
H 1.65 -2.21 -5.60 0.088
H 3.17 -1.30 -5.64 0.085
C 1.90 3.84 0.31 -0.198
As -0.01 3.57 0.34 0.971
C -0.61 3.40 2.14 -0.228
C -0.75 5.21 -0.33 -0.210
O -0.50 2.34 -0.68 -0.625
H 2.11 4.86 0.01 0.035
H 2.31 3.14 -0.43 0.031
H 2.34 3.63 1.28 0.029
H -0.14 4.17 2.76 0.041
H -0.36 2.40 2.50 0.005
H -1.69 3.51 2.13 0.036
H -0.47 6.05 0.31 0.039
H -1.83 5.11 -0.37 0.045
H -0.36 5.38 -1.34 0.039
C 3.17 0.65 2.88 -0.031
O 2.03 1.02 2.08 -0.140
C 1.87 0.61 0.84 -0.285
C 3.06 -0.09 0.25 -0.072
H 3.22 -0.44 2.95 0.099
H 2.97 1.08 3.86 0.098
H 4.09 1.06 2.47 0.091
H 3.97 0.50 0.40 0.087
H 2.89 -0.26 -0.81 0.057
H 3.21 -1.06 0.73 0.093
```

As for the HOMO energy: -6.79 eV. Its energy above the lowest of the compared OMol25 structures with the same formula, charge and spin is 0.0 kcal per mole.



Entry from the Open Molecules 2025 dataset: a structure of composition C17H34BeFO11 (ωB97M-V/def2-TZVPD).

Structure (XYZ):
```
64
Properties=species:S:1:pos:R:3:lowdin_charge:R:1
Be -14.15 12.82 -25.27 1.248
F -15.08 10.82 -25.89 -0.415
C -17.77 7.63 -23.96 -0.161
C -17.56 6.32 -23.16 -0.166
C -16.64 5.59 -24.09 -0.188
O -15.79 6.62 -24.66 -0.143
C -16.36 7.93 -24.55 -0.194
H -18.28 8.35 -23.33 0.099
H -18.39 7.38 -24.82 0.116
H -18.51 5.80 -23.01 0.120
H -17.06 6.44 -22.20 0.117
H -17.14 5.10 -24.93 0.120
H -16.09 4.87 -23.48 0.122
H -16.54 8.39 -25.53 0.079
H -15.76 8.53 -23.87 0.093
C -16.36 6.49 -29.58 -0.144
C -16.20 7.10 -28.20 -0.154
C -16.22 8.65 -28.46 -0.186
O -15.96 8.74 -29.85 -0.124
C -15.57 7.51 -30.42 -0.190
H -17.38 6.38 -29.95 0.117
H -15.89 5.51 -29.67 0.115
H -15.20 6.95 -27.81 0.113
H -16.90 6.78 -27.42 0.102
H -15.48 9.16 -27.84 0.089
H -17.24 9.01 -28.28 0.108
H -14.48 7.46 -30.37 0.118
H -15.66 7.46 -31.51 0.124
C -16.38 10.69 -22.24 -0.039
O -15.92 11.67 -21.34 0.076
C -14.97 12.51 -21.67 -0.596
O -14.39 12.55 -22.74 0.036
O -14.72 13.29 -20.65 0.051
C -13.56 14.13 -20.66 0.000
H -16.44 11.01 -23.29 0.069
H -17.33 10.20 -22.05 0.102
H -15.63 9.91 -22.39 0.092
H -12.64 13.54 -20.75 0.106
H -13.52 14.69 -19.73 0.107
H -13.66 14.85 -21.47 0.095
C -22.27 11.20 -25.28 -0.075
O -21.48 11.66 -24.23 0.021
C -20.15 11.40 -24.22 -0.571
O -19.45 11.68 -23.27 0.119
O -19.74 10.85 -25.35 0.006
C -18.33 10.60 -25.48 -0.034
H -22.55 10.16 -25.10 0.101
H -21.86 11.30 -26.28 0.097
H -23.25 11.68 -25.34 0.098
H -17.70 11.46 -25.70 0.088
H -18.12 9.94 -26.31 0.082
H -17.94 10.10 -24.60 0.046
C -7.92 10.08 -29.38 -0.047
O -9.29 10.29 -29.57 0.022
C -10.14 9.87 -28.66 -0.580
O -9.90 9.19 -27.68 0.115
O -11.39 10.31 -28.97 0.004
C -12.41 9.90 -28.11 -0.086
H -7.34 10.37 -30.26 0.101
H -7.74 9.03 -29.14 0.102
H -7.54 10.65 -28.53 0.102
H -13.32 10.49 -28.23 0.074
H -12.23 10.06 -27.05 0.086
H -12.75 8.89 -28.35 0.102
```

As for the HOMO energy: -11.62 eV. Its energy above the lowest of the compared OMol25 structures with the same formula, charge and spin is 34.2 kcal per mole. As for the total charge: +1.